121
Properties=species:S:1:pos:R:3:forces:R:3 method="wB97M-V/def2-TZVPD" mol_weight_da=962.67 total_charge=+1 max_force_ev_per_a=8.864 homo_lumo_gap_ha=0.2338
H -1.0917 -12.3924 -6.6563 0.04 0.02 0.04
C -3.2488 6.6412 1.3269 -0.01 0.37 0.57
C 6.5196 5.6193 0.0100 0.03 -0.19 -0.18
Br 2.3702 5.8429 1.7057 -1.30 -0.33 0.16
H -5.7947 7.4565 0.9315 -0.05 -0.68 0.58
H -3.0383 7.6873 1.0062 0.37 -1.10 -0.01
H -3.8485 6.1725 0.5022 0.47 0.38 0.74
C -4.5979 -3.9249 1.1248 -0.02 0.19 0.28
H 1.0238 3.2955 2.5340 -0.68 0.74 -0.30
H 5.2822 8.2723 3.1992 0.15 0.16 -0.14
F -3.7075 1.3403 0.2773 0.29 1.25 2.32
H -7.0668 7.2445 2.1896 0.64 -0.47 -0.61
H -3.8778 4.1478 3.0566 0.00 0.26 -0.40
C -4.3679 -5.2850 -2.4404 -0.03 0.08 -0.02
H -5.9185 -4.8783 2.5581 -0.03 0.05 0.01
H 10.8394 8.0471 2.9612 0.04 -0.05 -0.07
H 4.9974 -7.6927 -4.1557 -0.02 0.01 -0.02
O -3.9782 -7.0963 1.7555 -0.64 0.93 0.26
H -1.1897 -11.1855 -5.3700 -0.05 -0.06 0.01
H 5.4653 9.6311 4.3251 0.02 -0.02 0.01
C 1.3118 8.3053 -0.1164 0.95 -1.31 -0.09
C 10.8336 8.1861 1.8792 -0.11 0.03 0.10
C -1.4714 2.1543 2.8021 0.71 0.65 0.20
H 7.3736 4.5190 -1.6442 0.00 0.05 0.02
H -5.4087 -3.6670 0.4362 0.03 0.15 0.00
P -4.8840 -6.4926 0.5147 6.78 -5.68 0.63
O 7.8231 7.5810 3.0756 0.84 0.44 -0.51
P 7.8351 7.4120 1.4331 -4.50 -3.50 6.63
H 8.1869 4.2458 -0.0885 -0.09 0.02 -0.01
C -1.9615 5.8013 1.5805 0.71 0.90 -0.42
H -3.1901 -9.6880 2.3540 -0.05 0.02 0.06
H -0.9812 0.1705 1.8175 -0.61 0.90 0.14
H -4.3450 -4.4362 3.2096 0.00 0.05 -0.06
H -4.5924 -5.1438 -3.4997 -0.03 -0.03 0.04
H -2.3992 2.1159 3.4169 0.79 0.06 -0.56
P 0.9738 -9.2534 -4.6788 5.14 3.08 -6.48
H -1.7891 -7.1341 -2.4442 0.12 -0.05 0.07
H -4.3675 7.8865 2.8527 0.56 -0.80 -0.26
H -7.0036 4.6616 1.5359 -0.21 0.69 -0.89
C 2.8541 -7.4168 -4.1708 0.39 -0.08 -0.01
C -4.1358 6.8056 2.6614 0.12 0.11 -0.40
C 0.2218 4.0044 2.2467 -2.21 2.62 -0.91
C -0.9750 -7.3554 -3.1344 0.16 0.07 -0.01
F -3.8085 -1.3404 2.1734 0.66 1.92 2.44
H -5.5658 -3.1807 2.9059 -0.03 -0.05 -0.03
H 1.3026 9.0992 -0.9050 -0.51 -0.50 0.88
O -5.9217 -7.5885 0.4700 -2.21 3.44 -0.27
C -0.5973 6.3291 1.3879 0.26 -3.81 0.07
C 10.4259 6.9059 1.1739 0.58 0.11 0.11
H 2.0607 8.5865 0.6747 -0.76 -0.20 -0.85
C -4.2518 -9.4599 2.2352 0.21 -0.13 -0.05
N -3.4635 3.9487 2.1477 -0.44 -0.31 -0.15
H -0.6156 1.8826 3.4781 -0.76 0.24 -0.66
H 6.0998 6.4463 -0.5727 -0.03 0.00 0.01
H 2.8236 -6.3272 -4.0831 -0.17 -0.03 -0.12
C -3.8024 0.0094 2.3236 0.53 1.39 -1.11
H -5.0988 -4.7123 -1.8631 -0.03 0.04 -0.05
O 6.7983 8.4644 1.1149 2.89 0.67 -2.73
H 4.3293 -7.2278 -5.7294 0.00 0.03 0.07
C 7.6977 4.9925 -0.7152 0.07 0.02 -0.06
H -1.7744 -9.2317 -3.8420 -0.16 0.05 -0.01
H -3.3833 -4.8651 -2.2273 -0.02 -0.07 -0.04
H 5.7351 7.9640 4.8607 0.04 0.07 0.01
H 4.1354 -8.8707 -5.1630 -0.10 -0.02 0.23
H 10.1315 8.9991 1.6610 0.04 0.03 -0.04
H 11.1768 6.1333 1.3451 -0.20 -0.09 0.02
H -0.5871 -6.4189 -3.5394 -0.06 -0.05 -0.04
C -0.7801 -11.3878 -6.3637 -0.07 0.02 0.07
H 5.7338 4.8715 0.1389 0.01 0.06 0.14
C -3.0702 0.7972 1.3995 1.01 -1.33 -0.67
C 0.4904 5.3796 1.7643 -1.38 -0.95 0.35
O 2.1110 -9.9430 -3.9628 -3.25 -0.86 2.31
C 4.1541 -7.8309 -4.8354 0.12 0.05 -0.22
O -5.3804 6.1171 2.5775 1.04 0.38 -0.34
H 7.9212 8.9329 4.5974 0.07 -0.18 -0.07
C -4.4200 -6.7575 -2.0701 -0.11 0.16 -0.21
P -0.3246 8.0657 0.7445 -1.09 2.01 -0.19
C -1.5532 1.1175 1.6087 -1.02 -0.65 -1.24
H -1.2218 -10.6651 -7.0513 0.07 -0.05 -0.01
H -5.6027 -7.8610 2.8086 0.03 -0.06 -0.15
O -0.4358 -8.4915 -5.2390 -0.56 -2.08 2.91
H -7.8520 5.7645 0.2970 0.81 -0.33 0.34
H -0.9903 8.0658 -1.3903 -0.36 0.02 0.23
H -3.5173 6.4288 3.5148 -0.88 0.20 -0.44
H 1.6798 7.3564 -0.5988 -0.29 1.00 0.34
H -4.0750 4.1816 1.3690 0.13 0.16 0.37
O -1.4217 8.2965 -0.5480 1.42 -0.91 0.69
O 6.8769 6.0734 1.3090 0.35 0.22 -0.52
H 2.7780 -7.8137 -3.1569 0.04 -0.12 -0.10
O 1.1646 -9.9301 -6.1688 -0.54 -0.17 0.59
C 7.3443 8.7787 3.6823 -0.33 0.15 0.10
C -5.1365 -4.1117 2.5322 0.02 -0.13 0.04
F -4.4594 0.6129 3.3704 -0.78 -1.95 -2.03
O -3.9445 -6.9838 -0.7491 -0.47 0.55 -0.06
H 10.3551 7.0698 0.0948 0.13 -0.09 -0.01
C -4.5337 -8.0352 2.6749 -0.06 -0.45 0.05
H 8.4464 5.7481 -0.9673 0.01 -0.02 -0.07
C -6.2699 6.7035 1.6078 -1.60 -0.47 -0.13
H -4.8258 -10.1701 2.8333 0.03 0.02 0.00
C -6.8896 5.4901 0.7861 1.04 0.81 0.85
O 1.7312 -7.8106 -4.9543 -0.75 0.08 0.82
H 11.8262 8.5029 1.5554 -0.06 0.00 -0.02
O 9.1716 6.3954 1.6580 0.24 2.32 -2.88
H 1.1696 -11.9177 -5.5876 0.04 0.01 -0.03
H -6.1090 5.1961 0.0367 -0.90 0.03 0.40
N -2.1965 4.4955 2.0097 2.51 0.27 0.08
H 1.1267 -11.6003 -7.3228 0.09 0.15 0.05
H -3.8779 -3.1121 1.1095 0.10 -0.29 -0.23
H -4.4862 -9.6195 1.1821 -0.20 0.12 0.07
C -1.4515 -8.2688 -4.2491 -0.27 0.35 0.21
C 5.8718 8.6615 4.0308 -0.16 -0.15 0.16
H -0.1647 -7.8196 -2.5616 -0.05 -0.01 0.04
H -1.0939 1.5443 0.6728 -0.52 -0.43 0.83
O -3.9242 -5.0976 0.6422 -3.53 0.73 -0.51
C 0.7347 -11.2738 -6.3583 -0.15 -0.22 -0.15
C -1.1617 3.6165 2.3241 1.46 -0.46 0.28
H -5.4363 -7.1491 -2.1768 0.03 -0.04 0.01
H -4.0642 -7.8566 3.6457 0.10 0.15 -0.12
H 7.5374 9.6414 3.0428 -0.12 -0.09 -0.05
H -3.7757 -7.3228 -2.7435 -0.06 -0.10 0.14
H -2.3059 -7.8182 -4.7581 0.12 -0.08 -0.15

8
Properties=species:S:1:pos:R:3:forces:R:3 method="wB97M-V/def2-TZVPD" mol_weight_da=228.32 total_charge=0 multiplicity=2 max_force_ev_per_a=1.239 homo_lumo_gap_ha="0.3250 / 0.2463"
H -1.9760 -1.1733 1.0924 -0.04 -0.22 -0.12
I 1.0012 1.4761 0.7641 0.63 -0.63 0.80
H -1.2957 0.1777 1.1555 0.30 0.26 -0.13
Zn 2.1931 -0.3358 2.6122 -0.55 0.76 -0.81
O -2.0330 -0.3160 1.5145 -0.34 -0.12 0.29
H 1.2344 0.3764 -1.9028 0.12 0.18 0.27
O 0.8730 -0.2700 -2.5093 0.09 -0.30 -0.23
H 0.0030 0.0648 -2.7266 -0.22 0.07 -0.07